No. 1
Below is C9H3Cl4NO4PtS as an isolated structure, with properties calculated with ωB97M-V with the def2-TZVPD basis set.

Summary:
* total charge: 0
* E: -83231.573 eV
* highest occupied orbital energy: -7.620 eV
* gap between HOMO and LUMO: 4.2053 eV
* energy above the lowest of the compared OMol25 structures with the same formula, charge and spin: 0.0 kcal per mole

XYZ file:
```
23
C9H3Cl4NO4PtS (ωB97M-V with the def2-TZVPD basis set)
Pt 0.738 -0.117 -1.503
Cl -1.081 -0.118 5.537
C -0.601 0.176 3.927
C 0.041 1.463 3.616
Cl 0.233 2.586 4.880
C 0.482 1.772 2.374
Cl 1.241 3.251 2.001
C 0.350 0.804 1.301
O 0.819 1.046 0.197
C -0.415 -0.501 1.582
O -0.655 -1.248 0.674
C -0.816 -0.752 2.976
Cl -1.569 -2.245 3.283
S 5.283 -1.385 -1.481
C 3.756 -0.889 -1.411
N 2.649 -0.516 -1.332
C -1.944 -0.548 -4.299
C -0.968 -0.403 -3.190
O 0.097 -1.110 -3.148
O -1.120 0.436 -2.245
H -1.862 -1.537 -4.741
H -1.709 0.196 -5.062
H -2.952 -0.362 -3.935
```



No. 2
Below is C9H3F11N6O4S3V as an isolated structure in a non-equilibrium geometry, with properties calculated with ωB97M-V with the def2-TZVPD basis set.

Summary:
* total charge: +1
* E: -114587.884 eV
* <S²>: 2.022
* 2S+1: 3
* highest occupied orbital energy (spin up / spin down): -11.877 / -12.048 eV
* gap between HOMO and LUMO (spin up / spin down): 6.9120 / 8.0685 eV
* energy above the lowest of the compared OMol25 structures with the same formula, charge and spin: 0.0 kcal per mole

XYZ file:
```
37
C9H3F11N6O4S3V (ωB97M-V with the def2-TZVPD basis set)
V 0.223 0.445 -0.250
F -0.598 -2.792 0.403
C -1.556 -1.950 0.715
F -2.528 -2.534 1.342
F -1.000 -0.976 1.513
S -2.123 -1.105 -0.817
O -0.766 -0.653 -1.338
O -2.795 -2.080 -1.583
N -2.979 0.119 -0.404
S -2.459 1.407 0.365
O -1.121 1.838 -0.184
O -2.529 1.331 1.782
C -3.631 2.701 -0.242
F -3.474 2.842 -1.540
F -3.315 3.805 0.397
F -4.848 2.310 0.050
F 5.260 4.316 1.568
C 4.403 3.670 0.793
C 3.293 3.069 1.344
F 3.065 3.122 2.651
C 2.435 2.410 0.501
F 1.326 1.812 1.077
C 2.601 2.292 -0.859
S 1.456 1.442 -1.902
C 3.728 2.905 -1.377
F 3.974 2.839 -2.681
C 4.619 3.585 -0.569
F 5.690 4.157 -1.098
N 4.280 -2.811 -0.357
N 3.253 -2.100 0.186
N 3.003 -2.133 1.486
C 2.024 -1.252 1.572
N 1.722 -0.725 0.371
N 2.541 -1.308 -0.522
H 4.527 -3.601 0.216
H 4.172 -2.936 -1.351
H 1.548 -0.984 2.501
```



No. 3
Below is a 12-piece molecular cluster, C9H42N18O12 overall in a non-equilibrium geometry, with properties calculated with ωB97M-V with the def2-TZVPD basis set.

Summary:
* total charge: 0
* E: -61415.289 eV
* highest occupied orbital energy: -8.932 eV
* gap between HOMO and LUMO: 9.0401 eV
* energy above the lowest of the compared OMol25 structures with the same formula, charge and spin: 45.3 kcal per mole

XYZ file:
```
81
C9H42N18O12 (ωB97M-V with the def2-TZVPD basis set)
N 1.618 -2.265 3.595
C 1.273 -0.969 3.748
N 1.906 -0.364 4.731
O 0.503 -0.353 3.014
H 2.273 -2.730 4.197
H 1.490 -2.589 2.637
H 1.715 0.620 4.869
H 2.570 -0.879 5.281
N 0.845 -3.574 0.678
C 1.223 -4.741 1.169
N 0.774 -5.037 2.424
O 1.779 -5.622 0.531
H 1.257 -3.302 -0.198
H 0.099 -3.160 1.211
H 0.170 -4.393 2.904
H 1.061 -5.956 2.712
N -0.578 0.503 0.031
C 0.408 -0.143 -0.525
N 1.451 -0.268 0.317
O 0.447 -0.403 -1.745
H -0.573 0.820 0.986
H -1.410 0.610 -0.547
H 1.374 -0.224 1.319
H 2.351 -0.451 -0.113
N -3.677 2.313 1.693
C -4.789 1.592 1.502
N -5.446 2.094 0.405
O -5.069 0.562 2.071
H -2.943 1.899 2.267
H -3.457 3.130 1.156
H -5.222 2.890 -0.159
H -6.257 1.552 0.152
N -2.548 -0.885 -2.976
C -3.323 -0.022 -2.294
N -4.396 0.291 -3.019
O -3.092 0.468 -1.194
H -1.759 -1.396 -2.616
H -3.049 -1.266 -3.755
H -4.665 -0.244 -3.823
H -5.136 0.701 -2.468
N -0.963 5.002 1.294
C -0.474 3.828 0.890
N -0.511 3.679 -0.462
O 0.067 3.060 1.686
H -1.669 5.556 0.840
H -0.790 5.154 2.276
H 0.084 2.987 -0.887
H -1.016 4.403 -0.939
N -0.673 -4.900 -2.708
C -0.675 -3.633 -2.146
N 0.436 -2.931 -2.499
O -1.453 -3.384 -1.246
H 0.098 -5.056 -3.335
H -1.526 -5.410 -2.853
H 1.240 -3.474 -2.761
H 0.509 -1.947 -2.215
N 0.848 0.073 -4.861
C 0.504 -0.852 -5.766
N 0.133 -0.387 -6.984
O 0.692 -2.053 -5.583
H 0.987 -0.383 -3.970
H 0.638 1.043 -5.008
H -0.007 -0.992 -7.773
H 0.033 0.597 -7.170
N 3.132 2.168 2.966
C 2.998 2.884 4.118
N 4.113 3.586 4.388
O 1.981 2.876 4.781
H 3.897 2.413 2.363
H 2.307 1.734 2.582
H 4.182 3.990 5.309
H 4.971 3.216 4.013
O 2.483 1.898 -2.005
H 2.086 1.389 -1.289
H 3.046 2.540 -1.563
O 4.098 -0.440 -0.857
H 4.629 -1.236 -0.964
H 3.894 -0.160 -1.758
O -1.538 1.512 3.458
H -0.971 2.140 2.986
H -1.015 0.698 3.487
```



No. 4
Below is C9H4Br2Co2F21InO21S7 as an isolated structure in a non-equilibrium geometry, with properties calculated with ωB97M-V with the def2-TZVPD basis set.

Summary:
* total charge: -1
* E: -405821.773 eV
* <S²>: 15.777
* 2S+1: 8
* highest occupied orbital energy (spin up / spin down): -7.037 / -7.049 eV
* gap between HOMO and LUMO (spin up / spin down): 8.2470 / 4.2327 eV

XYZ file:
```
67
C9H4Br2Co2F21InO21S7 (ωB97M-V with the def2-TZVPD basis set)
In 25.328 2.248 -6.026
Co 28.399 2.568 -0.893
Co 26.033 -1.515 -1.522
C 29.593 -0.665 -4.475
F 30.310 -1.413 -3.710
F 30.503 0.240 -4.954
F 29.082 -1.443 -5.392
S 28.245 0.288 -3.462
O 27.455 -0.723 -2.749
O 28.804 1.193 -2.461
O 27.491 0.969 -4.479
C 30.245 4.029 -4.497
F 30.486 2.764 -4.646
F 31.100 4.548 -3.590
F 30.423 4.628 -5.670
S 28.446 4.389 -3.761
O 28.340 5.856 -3.550
O 27.515 3.736 -4.785
O 28.513 3.735 -2.482
C 28.015 -0.367 2.592
F 28.079 -1.583 3.025
F 26.731 0.145 2.840
F 29.061 0.319 3.048
S 28.222 -0.355 0.669
O 27.009 -1.015 0.101
O 28.256 1.071 0.261
O 29.428 -0.931 0.247
C 21.704 4.988 -2.754
F 20.635 5.166 -3.550
F 21.596 5.795 -1.686
F 21.654 3.689 -2.359
S 23.300 5.476 -3.782
O 24.283 6.159 -2.975
O 23.932 4.336 -4.460
O 22.776 6.323 -4.843
C 24.014 2.434 -0.536
F 23.730 3.707 -0.862
F 24.617 2.406 0.644
F 22.939 1.658 -0.486
S 25.257 1.687 -1.879
O 25.190 0.247 -1.574
O 24.779 2.108 -3.165
O 26.534 2.293 -1.391
C 23.539 -2.934 -5.193
F 24.077 -4.099 -5.466
F 22.791 -2.480 -6.180
F 22.794 -3.137 -4.061
S 24.997 -1.695 -4.667
O 25.129 -1.955 -3.221
O 26.252 -1.849 -5.447
O 24.443 -0.369 -4.980
C 28.450 6.819 0.564
F 29.677 6.698 0.177
F 28.449 7.181 1.846
F 27.916 7.809 -0.245
S 27.340 5.234 0.237
O 26.246 5.197 1.224
O 26.821 5.445 -1.108
O 28.184 4.051 0.335
Br 18.643 0.298 -2.188
C 20.216 0.849 -1.067
C 21.155 -0.341 -0.782
Br 22.152 -0.759 -2.380
H 19.905 1.230 -0.094
H 20.749 1.633 -1.605
H 20.480 -1.066 -0.326
H 21.855 -0.214 0.044
```